(1)
21
Properties=species:S:1:pos:R:3 method="wB97M-V/def2-TZVPD" gap_ev=9.876 relative_energy_ev=2.317 charge=0 max_force_ev_per_a=2.6 homo_energy_ha=-0.338 energy_ev=-13463.9840 lumo_ha=0.0253
C 0.68539 0.25322 1.97760
C -1.81050 0.54834 1.30014
O -0.52441 0.52537 0.75378
O 1.72972 -0.27744 1.43195
H 1.30625 -1.08217 0.52926
H 0.80380 1.26883 2.38271
H 0.11234 -0.41072 2.65180
H -2.07174 -0.40848 1.78100
H -2.54766 0.77415 0.52247
H -1.89222 1.32842 2.06882
C 1.84404 0.55013 -1.64207
N 0.44590 0.17418 -1.78563
C -0.09264 -0.80080 -0.98841
N -1.34913 -1.22602 -1.33254
O 0.66783 -1.64266 -0.39008
H -0.17758 0.94514 -1.97006
H -1.80267 -1.80072 -0.64019
H -1.95415 -0.57105 -1.79792
H 2.13076 1.14687 -2.50657
H 2.44683 -0.35695 -1.64549
H 2.04985 1.06236 -0.70056

=====

(2)
19
Properties=species:S:1:pos:R:3 method="wB97M-V/def2-TZVPD" gap_ev=7.877 relative_energy_ev=9.587 charge=0 max_force_ev_per_a=7.8 homo_energy_ha=-0.308 energy_ev=-9928.8671 lumo_ha=-0.0184
C -1.24442 -0.43671 0.55409
C -1.69097 1.12443 0.10935
C -0.24611 1.77383 -0.24221
C 0.40395 0.41106 -0.67396
C 1.59436 -0.56482 -0.44886
C 0.34352 -0.42567 0.56145
H -1.15142 -2.46799 0.32799
H -2.50706 -2.19363 -0.49426
H -1.70779 -0.71112 1.45124
H -2.27310 1.74155 0.87429
H -2.48187 1.09029 -0.54514
H 0.15299 2.21156 0.58198
H -0.45973 2.58602 -0.94888
H -0.02218 0.17468 -1.58802
H 1.84088 -1.48932 -0.96472
H 3.74422 -0.77422 0.11293
H 0.52495 0.11603 1.63624
N -1.57262 -1.70194 -0.37550
O 2.54832 0.04212 0.37821

=====

(3)
10
Properties=species:S:1:pos:R:3 method="wB97M-V/def2-TZVPD" smiles="N/N=C/NO" gap_ev=9.994 relative_energy_ev=4.384 charge=0 max_force_ev_per_a=6.8 homo_energy_ha=-0.324 energy_ev=-7631.2532 lumo_ha=0.0431
N -1.91566 -0.11771 -0.02410
N -0.43814 -0.32058 -0.06671
C 0.12204 0.73764 0.09949
N 1.42574 0.55472 -0.19492
O 1.97858 -0.80907 0.08278
H -2.15390 -0.68140 0.90181
H -2.07932 -0.88555 -0.86186
H -0.30708 1.75913 0.11722
H 2.29653 1.11802 0.11138
H 1.07119 -1.35520 -0.16508

=====

(4)
78
Properties=species:S:1:pos:R:3 method="wB97M-V/def2-TZVPD" gap_ev=6.626 relative_energy_ev=2.820 charge=+1 max_force_ev_per_a=2.8 homo_energy_ha=-0.358 energy_ev=-88252.4757 lumo_ha=-0.1147
Re 0.33505 1.67187 -0.17734
C -0.70741 1.70959 3.29388
C -0.98778 0.47173 2.50320
N -0.61972 0.40860 1.26927
C -0.78060 -0.72493 0.43404
C -2.10135 -2.02357 2.21929
S -1.85660 -0.71582 3.38826
C -0.44311 -1.24202 -1.89654
C -1.39626 -2.16456 -2.16929
S -1.16215 -2.77705 -3.73778
C 0.21572 -1.75424 -3.94384
N 0.46529 -1.01483 -2.90873
C 0.99565 -1.72489 -5.22648
H -0.23414 2.44152 2.65039
H -0.04827 1.47205 4.13468
H -1.63618 2.11625 3.70206
H -2.05086 -2.97742 2.72649
H -2.22124 -2.51285 -1.56321
H 1.09287 -2.71928 -5.66063
H 1.98604 -1.31638 -5.03788
H 0.49711 -1.08907 -5.96196
C -4.09063 -0.32263 -0.65973
C -3.74920 -0.59808 0.80679
C -5.00417 -0.58113 1.68365
C -2.99145 -1.91624 1.01503
C -3.69911 -3.14410 0.55141
C -3.05318 -4.26594 0.23675
C -1.59222 -4.35547 0.28643
C -0.79808 -3.30518 0.49962
C 0.71096 -3.50270 0.56781
C 1.36247 -2.67269 1.67492
C 1.44068 -3.31506 -0.76741
C -1.42495 -1.98823 0.87084
N -0.28018 -0.45957 -0.71961
H -4.77173 0.52976 -0.72497
H -4.58788 -1.17958 -1.12753
H -3.20338 -0.07240 -1.24690
H -3.11754 0.22039 1.13988
H -5.74162 -1.31513 1.34731
H -5.47809 0.40213 1.63268
H -4.77060 -0.78961 2.73027
H -4.77578 -3.08404 0.44003
H -3.61355 -5.13541 -0.09083
H -1.13557 -5.32888 0.12125
H 0.82969 -4.54991 0.84425
H 1.40029 -1.60754 1.42160
H 2.39612 -2.99938 1.82225
H 0.84142 -2.78497 2.63381
H 1.48782 -2.26391 -1.06731
H 0.95670 -3.88156 -1.56840
H 2.46998 -3.67649 -0.66742
S 2.40893 1.08528 1.06606
C 3.67491 0.61045 0.06401
N 4.89941 0.39303 0.54751
C 5.97159 0.17804 -0.42765
C 5.26991 -0.40145 -1.64676
S 3.59743 0.33030 -1.63365
H 5.10008 0.65748 1.49930
H 6.71212 -0.50870 -0.02786
H 6.46191 1.12032 -0.66692
H 5.17808 -1.48308 -1.59139
H 5.76687 -0.12435 -2.57216
O 0.96976 2.10843 -2.17213
C -0.22448 2.06997 -2.61764
O -1.17805 1.95260 -1.79125
H -0.41461 2.13684 -3.69074
C 0.49512 3.33557 0.44295
C 0.67536 4.71443 0.84228
C 0.35983 5.17446 2.11898
C 0.55823 6.50529 2.44849
C 1.06747 7.38752 1.50296
C 1.38555 6.93597 0.22605
C 1.19451 5.60470 -0.10333
H -0.04209 4.48429 2.85500
H 0.31334 6.85837 3.44330
H 1.21439 8.43061 1.76071
H 1.78493 7.62435 -0.50902
H 1.44022 5.22817 -1.09146

=====

(5)
15
Properties=species:S:1:pos:R:3 method="wB97M-V/def2-TZVPD" gap_ev="7.558 / 7.559" relative_energy_ev=5.060 charge=0 max_force_ev_per_a=8.5 homo_energy_ha="-0.296 / -0.296" energy_ev=-12712.5179 lumo_ha="-0.0183 / -0.0183"
H 4.40355 -0.98709 -0.74598
N 3.41473 -1.16846 -1.04500
C 2.44718 -0.67758 -0.53123
N 2.21892 -0.11889 0.59520
C 1.01586 -0.43508 -0.17008
C -0.25839 -0.15158 -0.20082
N -1.19248 -0.65748 -1.02609
C -2.45083 -0.26177 -0.68459
N -2.36255 0.48419 0.42493
C -1.11731 0.54583 0.79657
N -0.76254 1.34128 1.80035
H -0.98262 -1.30325 -1.82029
H -3.28847 -0.14800 -1.28718
H 0.29065 1.34165 1.89798
H -1.37570 2.19623 1.99622

=====

(6)
59
Properties=species:S:1:pos:R:3 method="wB97M-V/def2-TZVPD" smiles="C[C@@H](O)CNC(=O)[C@H]1CC[N@H+](Cc2ccc(OCc3ccccc3)cc2)CC1" gap_ev=9.014 relative_energy_ev=0.124 charge=+1 max_force_ev_per_a=0.7 homo_energy_ha=-0.405 energy_ev=-33472.1291 lumo_ha=-0.0740
C 0.80290 5.19294 7.24145
C 1.03713 3.88110 6.50836
O 1.85910 2.98975 7.23312
C -0.29642 3.17621 6.18259
N 0.01055 1.88607 5.60290
C -0.50685 1.42374 4.47856
O -1.39741 2.01805 3.85738
C 0.05320 0.09321 3.97366
C -1.08418 -0.84024 3.51501
C -1.38428 -0.67030 2.02205
N -1.14753 0.73395 1.64700
C -1.84255 1.16697 0.40205
C -1.33804 0.46617 -0.82788
C -1.85755 -0.75902 -1.22466
C -1.37626 -1.41636 -2.34192
C -0.34986 -0.85056 -3.09906
O 0.20442 -1.39440 -4.19089
C -0.26738 -2.64550 -4.67676
C 0.53504 -2.99277 -5.90298
C 1.27606 -4.16385 -5.96340
C 2.01143 -4.46576 -7.09688
C 2.01926 -3.59422 -8.17192
C 1.28683 -2.42012 -8.11331
C 0.54487 -2.12182 -6.98521
C 0.16190 0.39495 -2.71211
C -0.32654 1.03854 -1.59979
C 0.30568 1.00634 1.61581
C 1.01438 0.33654 2.80071
H 1.75538 5.66329 7.47190
H 0.26405 5.01834 8.17138
H 0.22059 5.87199 6.62597
H 1.57444 4.06480 5.57019
H 1.66780 3.07824 8.17446
H -0.87425 3.03005 7.10119
H -0.89139 3.75123 5.47307
H 0.78158 1.41603 6.06307
H 0.60636 -0.38191 4.78628
H -1.98046 -0.62367 4.09867
H -0.81011 -1.87680 3.70715
H -2.42521 -0.92547 1.82236
H -0.75015 -1.31134 1.40597
H -1.50260 1.32738 2.48376
H -1.69164 2.24441 0.30717
H -2.90861 0.97760 0.54355
H -2.66533 -1.21010 -0.66675
H -1.81212 -2.36202 -2.62027
H -0.14466 -3.41948 -3.90822
H -1.33356 -2.56298 -4.93302
H 1.27627 -4.84528 -5.12453
H 2.58205 -5.38128 -7.13756
H 2.59577 -3.82873 -9.05378
H 1.29139 -1.73730 -8.94947
H -0.02650 -1.20688 -6.93546
H 0.94029 0.83411 -3.31439
H 0.06930 2.00842 -1.33485
H 0.43900 2.08946 1.64952
H 0.71473 0.63452 0.67358
H 1.42449 -0.62807 2.49907
H 1.84974 0.95906 3.12102

=====

(7)
77
Properties=species:S:1:pos:R:3 method="wB97M-V/def2-TZVPD" multiplicity=2 gap_ev="6.998 / 7.109" relative_energy_ev=1.545 charge=+2 max_force_ev_per_a=2.5 homo_energy_ha="-0.504 / -0.504" s_squared=0.83 energy_ev=-243731.1162 lumo_ha="-0.2472 / -0.2431"
Fe -1.02164 -1.74380 -1.02895
S 0.68707 -0.09109 -0.69473
C 0.13634 1.15377 0.29514
N 0.61943 2.36371 0.36882
C 0.07503 3.28606 1.37897
C -0.19278 2.51992 2.64758
N -1.08752 1.38875 2.35168
C -2.08942 1.04914 3.38989
C -3.16849 2.09874 3.44730
C -3.26196 2.93805 4.55069
C -4.25465 3.90801 4.60845
C -5.15003 4.04276 3.55935
C -5.05897 3.20635 2.45285
C -4.07299 2.23506 2.39637
C -0.97695 0.77385 1.21125
S -2.00020 -0.44234 0.68767
C 1.70835 2.87132 -0.48849
C 2.97432 3.03492 0.31333
C 3.53370 4.29472 0.48136
C 4.69650 4.44828 1.22694
C 5.29408 3.34398 1.81193
C 4.73443 2.08152 1.64983
C 3.58016 1.92580 0.90038
H -0.83807 3.74145 0.98784
H 0.81384 4.06470 1.55779
H -0.69420 3.15710 3.37357
H 0.73026 2.13373 3.08646
H -1.54482 1.00820 4.33387
H -2.47686 0.05712 3.16163
H -2.57200 2.82424 5.37974
H -4.33008 4.55133 5.47454
H -5.92554 4.79537 3.60437
H -5.76638 3.30463 1.64043
H -4.02121 1.57077 1.54085
H 1.37408 3.83149 -0.88400
H 1.82362 2.17834 -1.31890
H 3.07252 5.15949 0.01790
H 5.13294 5.43052 1.34707
H 6.20099 3.46256 2.38926
H 5.20625 1.21919 2.10180
H 3.15932 0.93587 0.75823
Se 3.87388 -2.30424 -6.92968
N 3.91561 -2.93393 -5.26607
C 2.80910 -2.55002 -4.68789
C 2.46827 -2.88842 -3.30882
C 3.26438 -3.69374 -2.49711
C 2.84069 -3.95965 -1.21289
C 1.64121 -3.41922 -0.76584
N 0.86617 -2.65328 -1.52911
C 1.27698 -2.39754 -2.78666
C 0.37561 -1.59362 -3.59557
N -0.76020 -1.21240 -2.99532
C -1.70023 -0.60378 -3.71056
C -1.51344 -0.28401 -5.05037
C -0.32420 -0.61991 -5.66237
C 0.64314 -1.30601 -4.92817
C 1.90864 -1.77056 -5.48870
N 2.28776 -1.52727 -6.71438
H 4.18824 -4.09671 -2.89082
H 3.41939 -4.58504 -0.54857
H 1.30828 -3.60376 0.23969
H -2.62128 -0.36696 -3.19664
H -2.30192 0.21653 -5.59310
H -0.13530 -0.39042 -6.70285
Br 0.31062 -2.05025 2.53764
C -0.84236 -3.30214 1.69046
C -1.18550 -4.40677 2.45189
C -1.97022 -5.39718 1.88254
C -2.36199 -5.26100 0.55969
C -1.98038 -4.12767 -0.11902
N -1.24587 -3.13272 0.42798
C -2.39449 -3.86194 -1.54833
O -2.56381 -4.72356 -2.36030
O -2.50514 -2.55641 -1.74578
H -0.83231 -4.48100 3.46921
H -2.25861 -6.26265 2.46352
H -2.94921 -6.00634 0.04223